Molecular formula: C26H28Cl3N6OPbS2Si
Method: DFT, ωB97M-V/def2-TZVPD

ORCA input file:
```
! wB97M-V def2-TZVPD RIJCOSX def2/J DEFGRID3
* xyz 1 1
Pb 13.114 13.001 11.870
C 17.882 15.780 7.144
C 19.085 15.397 8.082
C 19.625 14.041 7.710
C 20.138 16.462 7.793
C 18.669 15.555 9.579
C 19.728 15.627 10.542
C 19.456 15.653 11.924
C 18.149 15.707 12.334
S 17.538 15.878 13.921
C 15.906 15.915 13.270
N 15.805 15.690 11.965
C 17.055 15.595 11.393
C 17.351 15.616 10.006
C 14.708 16.002 14.100
C 14.799 15.722 15.482
C 13.648 15.571 16.257
C 12.407 15.695 15.676
C 12.302 15.967 14.281
C 13.443 16.261 13.528
H 18.250 15.940 6.100
H 17.537 16.773 7.499
H 17.045 15.088 7.129
H 20.048 14.028 6.726
H 18.810 13.281 7.713
H 20.461 13.816 8.380
H 20.410 16.632 6.716
H 21.127 16.243 8.248
H 19.812 17.441 8.173
H 20.721 15.655 10.155
H 20.214 15.593 12.695
H 16.485 15.515 9.288
H 15.757 15.601 15.938
H 13.684 15.259 17.289
H 11.409 15.551 16.128
H 11.287 16.171 13.939
Cl 11.584 18.485 12.575
Si 13.270 17.366 12.031
Cl 14.801 18.614 11.600
Cl 12.680 16.230 10.427
C 6.319 13.054 11.369
N 7.721 13.108 11.761
C 8.564 11.961 12.140
C 9.949 12.603 12.218
O 10.986 11.949 12.478
N 9.835 13.957 11.943
C 8.505 14.215 11.733
N 8.045 15.468 11.545
H 5.891 12.083 11.538
H 6.204 13.284 10.297
H 5.754 13.861 11.827
H 8.422 11.090 11.438
H 8.377 11.510 13.140
H 8.742 16.231 11.707
H 7.295 15.638 10.968
C 13.972 6.671 11.416
C 14.019 8.146 11.241
C 13.890 8.762 9.982
C 13.971 10.152 9.948
N 14.118 10.869 11.062
C 14.019 10.216 12.259
S 14.027 11.228 13.655
N 14.003 8.900 12.338
H 14.980 6.235 11.590
H 13.572 6.223 10.483
H 13.391 6.430 12.309
H 13.857 8.183 9.060
H 13.942 10.700 9.000
*
```

Computed properties:
energy above the lowest of the compared OMol25 structures with the same formula, charge and spin: 0.0 kcal per mole
electronic energy: -110768.8129 eV